Entry 1:
The following is a quantum chemistry calculation of a cluster of 2 separate species, C24H25N2O in total at a distorted geometry, from the Open Molecules 2025 dataset.

* energy above the lowest of the compared OMol25 structures with the same formula, charge and spin: 1.402 eV
* HOMO: -10.4 eV
* frontier orbital gap: 0.186 hartree
* charge: +1
* strongest force on any atom: 1.7 eV/Å
* 2S+1: 1

Positions of all 52 atoms, in Å:
C -4.91 -1.52 0.72
C -5.36 -0.67 -0.31
C -4.53 -0.33 -1.38
C -3.22 -0.83 -1.42
C -2.28 -0.53 -2.53
N -1.00 -0.64 -2.34
C -0.21 -0.79 -3.58
C -0.65 0.19 -4.67
C -2.15 0.09 -4.94
N -2.86 -0.16 -3.70
C -2.75 -1.67 -0.40
C -3.61 -2.01 0.65
H -5.57 -1.75 1.56
H -6.36 -0.24 -0.25
H -4.87 0.38 -2.13
H 0.82 -0.60 -3.28
H -0.29 -1.82 -4.00
H -0.38 1.21 -4.37
H -0.13 -0.03 -5.60
H -2.52 1.02 -5.38
H -2.36 -0.74 -5.64
H -3.87 -0.18 -3.75
H -1.72 -1.99 -0.43
H -3.23 -2.65 1.45
C 3.60 -4.19 3.07
O 2.30 -3.80 2.57
C 2.11 -2.51 2.22
C 0.83 -2.15 1.70
C 0.58 -0.86 1.31
C 1.56 0.17 1.43
C 1.16 1.48 1.07
C 1.74 2.70 1.50
C 1.14 3.93 1.08
C 1.73 5.16 1.36
C 2.95 5.22 2.06
C 3.50 4.04 2.58
C 2.89 2.81 2.35
C 2.85 -0.21 1.91
C 3.10 -1.51 2.32
H 3.52 -5.27 3.17
H 4.41 -3.93 2.37
H 3.79 -3.73 4.06
H 0.08 -2.92 1.61
H -0.41 -0.59 0.95
H 0.22 1.55 0.53
H 0.19 3.88 0.52
H 1.27 6.08 1.01
H 3.45 6.17 2.24
H 4.40 4.06 3.19
H 3.29 1.94 2.85
H 3.67 0.50 1.99
H 4.09 -1.76 2.70

Atom charges from the natural (NBO) analysis, given in e for atoms 1 to 2: C -0.202; C -0.198


Entry 2:
The following is a quantum chemistry calculation of an isolated molecule of C24H25N3O4, from the Open Molecules 2025 dataset.

* energy above the lowest of the compared OMol25 structures with the same formula, charge and spin: 2.707 eV
* HOMO: -7.7 eV
* SMILES: COc1cc(/C=N/NC(=O)C(=O)/C=C2\NC3(CCCC3)Cc3ccccc32)ccc1O
* frontier orbital gap: 0.275 hartree
* strongest force on any atom: 0.9 eV/Å
* 2S+1: 1

Positions of all 56 atoms, in Å:
C 3.91 -1.09 7.10
O 3.79 -2.49 7.18
C 3.16 -3.13 6.14
C 2.63 -2.53 5.02
C 2.01 -3.30 4.02
C 1.46 -2.67 2.85
N 1.54 -1.40 2.70
N 1.04 -0.77 1.61
C 0.37 -1.22 0.52
O 0.07 -2.37 0.28
C 0.03 -0.04 -0.39
O 0.38 1.10 -0.05
C -0.68 -0.39 -1.56
C -1.09 0.55 -2.49
N -0.76 1.83 -2.32
C -1.19 2.91 -3.19
C -2.61 3.37 -2.79
C -2.36 4.43 -1.72
C -1.18 5.21 -2.30
C -0.29 4.14 -2.96
C -1.12 2.38 -4.63
C -1.91 1.11 -4.74
C -2.64 0.81 -5.88
C -3.36 -0.38 -5.96
C -3.34 -1.27 -4.90
C -2.61 -0.98 -3.76
C -1.88 0.20 -3.68
C 1.93 -4.68 4.18
C 2.45 -5.29 5.30
C 3.07 -4.53 6.29
O 3.58 -5.13 7.39
H 4.43 -0.79 8.01
H 2.94 -0.60 7.07
H 4.50 -0.79 6.23
H 2.68 -1.46 4.87
H 0.99 -3.33 2.12
H 1.19 0.24 1.62
H -0.88 -1.43 -1.70
H -0.27 2.04 -1.45
H -3.22 2.54 -2.44
H -3.10 3.82 -3.65
H -3.23 5.05 -1.54
H -2.07 3.95 -0.79
H -0.64 5.77 -1.54
H -1.54 5.91 -3.05
H 0.13 4.50 -3.89
H 0.54 3.87 -2.30
H -0.07 2.18 -4.88
H -1.49 3.13 -5.33
H -2.66 1.51 -6.70
H -3.93 -0.60 -6.85
H -3.91 -2.18 -4.96
H -2.62 -1.67 -2.93
H 1.45 -5.27 3.42
H 2.40 -6.36 5.44
H 3.97 -4.45 7.95

Atom charges from the natural (NBO) analysis, given in e for atoms 1 to 2: C -0.249; O -0.535


Copy entry 2 word for word.
The following is a quantum chemistry calculation of an isolated molecule of C24H25N3O4, from the Open Molecules 2025 dataset.

* energy above the lowest of the compared OMol25 structures with the same formula, charge and spin: 2.707 eV
* HOMO: -7.7 eV
* SMILES: COc1cc(/C=N/NC(=O)C(=O)/C=C2\NC3(CCCC3)Cc3ccccc32)ccc1O
* frontier orbital gap: 0.275 hartree
* strongest force on any atom: 0.9 eV/Å
* 2S+1: 1

Positions of all 56 atoms, in Å:
C 3.91 -1.09 7.10
O 3.79 -2.49 7.18
C 3.16 -3.13 6.14
C 2.63 -2.53 5.02
C 2.01 -3.30 4.02
C 1.46 -2.67 2.85
N 1.54 -1.40 2.70
N 1.04 -0.77 1.61
C 0.37 -1.22 0.52
O 0.07 -2.37 0.28
C 0.03 -0.04 -0.39
O 0.38 1.10 -0.05
C -0.68 -0.39 -1.56
C -1.09 0.55 -2.49
N -0.76 1.83 -2.32
C -1.19 2.91 -3.19
C -2.61 3.37 -2.79
C -2.36 4.43 -1.72
C -1.18 5.21 -2.30
C -0.29 4.14 -2.96
C -1.12 2.38 -4.63
C -1.91 1.11 -4.74
C -2.64 0.81 -5.88
C -3.36 -0.38 -5.96
C -3.34 -1.27 -4.90
C -2.61 -0.98 -3.76
C -1.88 0.20 -3.68
C 1.93 -4.68 4.18
C 2.45 -5.29 5.30
C 3.07 -4.53 6.29
O 3.58 -5.13 7.39
H 4.43 -0.79 8.01
H 2.94 -0.60 7.07
H 4.50 -0.79 6.23
H 2.68 -1.46 4.87
H 0.99 -3.33 2.12
H 1.19 0.24 1.62
H -0.88 -1.43 -1.70
H -0.27 2.04 -1.45
H -3.22 2.54 -2.44
H -3.10 3.82 -3.65
H -3.23 5.05 -1.54
H -2.07 3.95 -0.79
H -0.64 5.77 -1.54
H -1.54 5.91 -3.05
H 0.13 4.50 -3.89
H 0.54 3.87 -2.30
H -0.07 2.18 -4.88
H -1.49 3.13 -5.33
H -2.66 1.51 -6.70
H -3.93 -0.60 -6.85
H -3.91 -2.18 -4.96
H -2.62 -1.67 -2.93
H 1.45 -5.27 3.42
H 2.40 -6.36 5.44
H 3.97 -4.45 7.95

Atom charges from the natural (NBO) analysis, given in e for atoms 1 to 2: C -0.249; O -0.535